1) A molecular structure, C15H13N6O6RhS. Source: the OMol25 dataset; level of theory: wB97M-V/def2-TZVPD.

XYZ file:
```
42
Properties=species:S:1:pos:R:3:mulliken_charge:R:1
Rh -0.451 -0.349 1.041 0.655
N -4.787 -1.206 1.403 -0.417
C -3.534 -0.700 1.391 0.676
S -2.349 -1.544 0.482 -0.325
N -3.289 0.355 2.091 -1.141
N -1.995 0.759 1.942 0.560
C -1.723 1.874 2.510 -0.601
C -0.490 2.548 2.188 0.868
C -0.009 3.619 2.930 -0.792
C 1.152 4.238 2.504 -0.196
C 1.786 3.764 1.368 -1.030
C 1.238 2.680 0.702 -0.147
N 0.110 2.094 1.086 -0.091
H -5.048 -1.884 0.711 0.216
H -5.510 -0.624 1.788 0.242
H -2.479 2.353 3.120 0.410
H -0.532 3.946 3.818 0.409
H 1.559 5.076 3.055 0.433
H 2.696 4.215 0.999 0.398
H 1.725 2.274 -0.175 0.485
O 3.605 0.091 0.104 -0.666
C 2.416 -0.168 0.112 0.181
O 1.626 -0.060 1.131 -0.848
C 1.780 -0.704 -1.162 1.188
C 2.480 -1.631 -1.924 -0.666
C 1.859 -2.213 -3.010 -0.196
C 0.574 -1.899 -3.413 -0.635
C -0.072 -0.938 -2.666 -0.552
C 0.495 -0.339 -1.554 -0.062
N -1.423 -0.506 -3.076 1.073
O -1.986 -1.176 -3.919 -0.623
O -1.882 0.483 -2.540 -0.599
N 2.599 -3.231 -3.790 1.041
O 2.024 -3.740 -4.730 -0.620
O 3.727 -3.498 -3.433 -0.608
H 3.492 -1.898 -1.654 0.566
H 0.112 -2.371 -4.266 0.623
H -0.052 0.467 -1.077 0.800
C 0.056 -2.307 1.412 -1.114
H 1.138 -2.288 1.325 0.346
H -0.399 -3.031 0.742 0.443
H -0.243 -2.529 2.432 0.315
```

Computed properties:
**Molecular weight**: 508.3 g/mol
**Multiplicity**: 1

2) A molecular structure, C15H13N6O6RhS. Source: the OMol25 dataset; level of theory: wB97M-V/def2-TZVPD.

XYZ file:
```
42
Properties=species:S:1:pos:R:3:mulliken_charge:R:1
Rh 1.213 0.112 1.060 0.307
N 4.444 3.032 1.134 -0.407
C 3.309 2.313 1.013 0.618
S 3.425 0.613 0.557 -0.395
N 2.142 2.839 1.211 -1.694
N 1.100 2.039 1.235 1.373
C -0.134 2.577 1.147 -0.815
C -1.197 1.681 1.158 1.013
C -2.571 2.035 1.141 -1.147
C -3.521 1.053 1.129 -0.302
C -3.113 -0.292 1.189 -0.815
C -1.766 -0.589 1.196 -0.364
N -0.826 0.349 1.150 0.256
H 5.291 2.661 0.737 0.238
H 4.354 4.034 1.185 0.258
H -0.225 3.646 1.045 0.408
H -2.833 3.081 1.113 0.469
H -4.572 1.294 1.087 0.440
H -3.834 -1.089 1.227 0.448
H -1.425 -1.616 1.249 0.546
O 1.791 -3.938 0.020 -0.674
C 1.359 -2.812 0.054 0.181
O 1.429 -1.946 0.971 -0.552
C 0.541 -2.287 -1.153 0.940
C -0.353 -3.075 -1.835 -0.593
C -1.175 -2.437 -2.795 -0.182
C -1.193 -1.059 -2.937 -0.667
C -0.288 -0.289 -2.214 -0.161
C 0.682 -0.932 -1.406 -0.277
N -0.343 1.104 -2.138 1.023
O -1.149 1.727 -2.831 -0.625
O 0.400 1.652 -1.283 -0.423
N -2.021 -3.245 -3.618 1.029
O -2.673 -2.686 -4.484 -0.614
O -2.024 -4.447 -3.414 -0.603
H -0.429 -4.137 -1.666 0.572
H -1.901 -0.587 -3.604 0.607
H 1.594 -0.395 -1.158 0.518
C 1.576 0.032 3.127 -0.726
H 2.020 -0.951 3.286 0.226
H 0.635 0.121 3.669 0.245
H 2.266 0.814 3.445 0.320
```

Computed properties:
**Molecular weight**: 508.3 g/mol
**Multiplicity**: 1

The structure with the greatest stability is 2).

1) 4 unconnected molecules or ions with the total composition C4H13NO3. Source: the OMol25 dataset; level of theory: wB97M-V/def2-TZVPD.

XYZ file:
```
21
Properties=species:S:1:pos:R:3:mulliken_charge:R:1
C -2.833 -0.962 0.337 -1.201
C -2.083 0.298 -0.130 0.873
C -2.738 1.115 -1.053 -0.663
C -0.413 1.839 0.342 -0.964
N -0.895 0.451 0.382 -0.161
H -2.351 -1.882 0.105 0.310
H -2.948 -1.021 1.424 0.324
H -3.876 -1.019 0.066 0.386
H -3.765 0.842 -1.160 0.253
H -2.407 1.967 -1.582 0.381
H -1.186 2.604 0.464 0.445
H 0.278 1.876 1.291 0.257
H 3.724 1.305 0.719 0.267
H 3.196 0.334 -0.376 0.428
O 3.252 1.362 -0.116 -0.710
H 3.827 -1.694 -0.017 0.251
H 0.358 -1.520 0.469 0.315
O 3.077 -1.393 -0.477 -0.922
H 1.819 -1.960 0.127 0.463
H 0.029 1.968 -0.686 0.380
O 0.917 -2.305 0.531 -0.713
```

Computed properties:
**Molecular weight**: 123.2 g/mol
**Multiplicity**: 1

2) 3 unconnected molecules or ions with the total composition C4H13NO3. Source: the OMol25 dataset; level of theory: wB97M-V/def2-TZVPD.

XYZ file:
```
21
Properties=species:S:1:pos:R:3:mulliken_charge:R:1
C -0.029 -1.924 -1.156 -1.217
C 0.631 -0.593 -0.850 0.304
C 1.300 -0.527 0.452 -0.114
C 1.716 0.742 1.066 0.182
N 1.217 1.831 0.469 -0.223
O 2.464 0.676 1.980 -0.610
H 0.408 -2.724 -0.518 0.312
H -0.024 -2.180 -2.222 0.332
H -1.054 -1.817 -0.784 0.295
H 1.403 -0.269 -1.526 0.386
H -0.092 0.203 -0.920 -0.293
H 0.487 -0.968 1.160 0.159
H 2.089 -1.396 0.537 0.247
H 0.449 1.784 -0.173 0.163
H 1.457 2.651 0.843 0.183
O -2.484 -0.780 1.980 -0.627
H -2.794 -0.661 1.088 0.301
H -1.909 -0.036 2.000 0.303
O -1.557 1.737 -0.897 -0.648
H -2.374 2.264 -0.779 0.285
H -1.302 1.985 -1.750 0.279
```

Computed properties:
**Molecular weight**: 123.2 g/mol
**Multiplicity**: 1
**SMILES**: CCCC(N)=O.O.O

The structure with the greatest stability is 2).

1) 3 unconnected molecules or ions with the total composition C4H13NO3. Source: the OMol25 dataset; level of theory: wB97M-V/def2-TZVPD.

XYZ file:
```
21
Properties=species:S:1:pos:R:3:mulliken_charge:R:1
C 1.125 -2.952 0.966 -1.461
C 1.374 -1.466 1.203 0.519
N 2.234 -0.884 0.151 -0.679
C 0.055 -0.676 1.379 -0.685
C -0.154 0.518 0.504 -0.104
O -1.201 0.778 -0.043 -0.538
H 1.046 -3.196 -0.095 0.354
H 0.209 -3.370 1.379 0.373
H 1.964 -3.568 1.300 0.365
H 1.983 -1.375 2.096 0.236
H 2.933 -1.545 -0.164 0.244
H 1.723 -0.546 -0.654 0.209
H 0.072 -0.306 2.401 0.326
H -0.807 -1.327 1.304 0.299
H 0.728 1.169 0.382 0.494
O -2.020 3.143 -3.685 -0.655
H -2.428 4.014 -3.660 0.311
H -2.067 2.840 -2.768 0.369
O -2.522 3.222 -0.730 -0.670
H -2.689 2.285 -0.554 0.379
H -1.558 3.241 -0.711 0.313
```

Computed properties:
**Molecular weight**: 123.2 g/mol
**Multiplicity**: 1
**SMILES**: C[C@@H](N)CC=O.O.O

2) 4 unconnected molecules or ions with the total composition C4H13NO3. Source: the OMol25 dataset; level of theory: wB97M-V/def2-TZVPD.

XYZ file:
```
21
Properties=species:S:1:pos:R:3:mulliken_charge:R:1
C -0.266 -1.026 1.438 -0.734
N -0.382 -0.757 -0.034 -0.169
C 3.522 1.630 -1.233 -0.752
C -1.474 -0.146 -0.493 -0.122
C -2.572 -0.895 -1.103 -0.002
O -3.652 -0.362 -1.237 -0.480
H -0.375 -0.118 2.025 0.333
H 0.756 -1.393 1.536 0.278
H -0.917 -1.878 1.636 0.359
H 0.491 -0.254 -0.306 0.244
H 3.664 2.551 -0.656 0.258
H 2.787 1.817 -2.017 0.194
H 4.523 1.581 -1.680 0.266
H -1.550 0.944 -0.434 0.499
H -2.373 -1.956 -1.300 0.357
H 3.255 0.717 -0.651 0.097
H 3.077 -1.271 0.515 0.186
O 2.474 -0.540 0.320 -0.854
H -3.042 0.418 1.712 0.306
H -4.005 0.323 0.519 0.367
O -3.941 0.615 1.442 -0.632
```

Computed properties:
**Molecular weight**: 123.2 g/mol
**Multiplicity**: 1

The structure with the greatest stability is 1).